The following is a quantum chemistry calculation of a cluster of 12 separate species, C51H98Cl2NO20S7 in total, from the Open Molecules 2025 dataset.

Computed properties:
HOMO level (eV): -11.02
Gap between HOMO and LUMO (Ha): 0.3273
Total charge: +1
DFT total energy (eV): -197794.0335
Lowest unoccupied orbital energy (eV): -2.11
Molecular weight (Da): 1340.71

Each atom is followed by the atoms it is bonded to, with distances in Å.
Element x y z (Å)
1 C -1.23 0.54 3.26  C2 1.552, H11 1.090, H12 1.090, H13 1.090
2 C -0.87 0.18 1.80  C1 1.552, C3 1.558, H14 1.090, H15 1.090
3 C -2.10 0.20 0.85  C2 1.558, C4 1.609, H16 1.090, H17 1.090
4 C -1.58 -0.25 -0.60  C3 1.609, N5 1.511, H18 1.090, H19 1.090
5 N -2.76 -0.42 -1.53  C4 1.511, C6 1.592, C9 1.517, C10 1.539
6 C -2.40 -0.67 -3.06  N5 1.592, C7 1.528, H20 1.090, H21 1.090
7 C -3.63 -0.43 -3.93  C6 1.528, C8 1.540, H22 1.090, H23 1.090
8 C -4.35 0.65 -3.10  C7 1.540, C9 1.590, H24 1.090, H25 1.090
9 C -3.53 0.86 -1.75  N5 1.517, C8 1.590, H26 1.090, H27 1.090
10 C -3.76 -1.49 -1.05  N5 1.539, H28 1.090, H29 1.090, H30 1.090
11 H -0.41 1.06 3.75  C1 1.090
12 H -1.60 -0.28 3.88  C1 1.090
13 H -2.07 1.25 3.25  C1 1.090
14 H -0.39 -0.80 1.89  C2 1.090
15 H -0.17 0.92 1.40  C2 1.090
16 H -2.47 1.23 0.84  C3 1.090
17 H -2.89 -0.35 1.37  C3 1.090
18 H -1.07 -1.21 -0.49  C4 1.090
19 H -0.81 0.38 -1.02  C4 1.090
20 H -2.12 -1.70 -3.28  C6 1.090
21 H -1.56 -0.02 -3.30  C6 1.090
22 H -4.24 -1.33 -4.04  C7 1.090
23 H -3.35 -0.15 -4.95  C7 1.090
24 H -5.39 0.49 -2.84  C8 1.090
25 H -4.45 1.58 -3.66  C8 1.090
26 H -4.06 1.09 -0.83  C9 1.090
27 H -2.79 1.63 -1.96  C9 1.090
28 H -3.09 -2.33 -0.84  C10 1.090
29 H -4.40 -1.72 -1.90  C10 1.090
30 H -4.31 -1.08 -0.20  C10 1.090
31 C 3.78 -7.82 3.07  C32 1.483, C37 1.565, H38 1.090, H39 1.090
32 C 3.77 -7.01 1.83  C31 1.483, C33 1.538, H40 1.090, H41 1.090
33 C 2.58 -7.56 1.03  C32 1.538, S34 1.858, H42 1.090, H43 1.090
34 S 1.13 -7.57 2.20  C33 1.858, O35 1.448, O36 1.449, C37 1.850
35 O 0.28 -8.72 1.95  S34 1.448
36 O 0.58 -6.24 2.30  S34 1.449
37 C 2.30 -7.94 3.58  C31 1.565, S34 1.850, H44 1.090, H45 1.090
38 H 4.41 -7.37 3.83  C31 1.090
39 H 4.13 -8.80 2.76  C31 1.090
40 H 4.74 -7.05 1.34  C32 1.090
41 H 3.64 -5.96 2.09  C32 1.090
42 H 2.75 -8.59 0.75  C33 1.090
43 H 2.29 -6.96 0.16  C33 1.090
44 H 2.15 -8.95 3.96  C37 1.090
45 H 1.93 -7.34 4.41  C37 1.090
46 C 5.15 8.40 -3.19  C47 1.538, C52 1.500, H53 1.090, H54 1.090
47 C 6.51 7.70 -3.29  C46 1.538, C48 1.493, H55 1.090, H56 1.090
48 C 6.37 6.47 -2.46  C47 1.493, S49 1.845, H57 1.090, H58 1.090
49 S 4.59 5.98 -2.46  C48 1.845, O50 1.484, O51 1.501, C52 1.805
50 O 4.09 6.17 -1.08  S49 1.484
51 O 4.25 4.75 -3.25  S49 1.501
52 C 4.03 7.42 -3.39  C46 1.500, S49 1.805, H59 1.090, H60 1.090
53 H 5.04 9.13 -4.00  C46 1.090
54 H 5.08 8.89 -2.22  C46 1.090
55 H 7.31 8.30 -2.83  C47 1.090
56 H 6.89 7.64 -4.31  C47 1.090
57 H 6.64 6.59 -1.41  C48 1.090
58 H 6.97 5.64 -2.86  C48 1.090
59 H 3.01 7.73 -3.17  C52 1.090
60 H 4.11 7.12 -4.43  C52 1.090
61 C 7.00 0.96 4.00  C62 1.614, C67 1.654, H68 1.090, H69 1.090
62 C 8.44 1.28 3.34  C61 1.614, C63 1.538, H70 1.090, H71 1.090
63 C 9.38 0.18 3.86  C62 1.538, S64 1.868, H72 1.090, H73 1.090
64 S 8.47 -1.44 4.02  C63 1.868, O65 1.471, O66 1.464, C67 1.879
65 O 8.59 -1.87 5.42  S64 1.471
66 O 8.83 -2.34 2.92  S64 1.464
67 C 6.80 -0.65 3.67  C61 1.654, S64 1.879, H74 1.090, H75 1.090
68 H 6.28 1.52 3.41  C61 1.090
69 H 6.97 1.12 5.08  C61 1.090
70 H 8.91 2.20 3.70  C62 1.090
71 H 8.39 1.32 2.25  C62 1.090
72 H 9.63 0.36 4.90  C63 1.090
73 H 10.32 -0.01 3.36  C63 1.090
74 H 6.09 -1.22 4.26  C67 1.090
75 H 6.65 -0.77 2.60  C67 1.090
76 C 4.19 7.63 6.50  C77 1.539, C82 1.495, H83 1.090, H84 1.090
77 C 3.81 8.90 5.72  C76 1.539, C78 1.513, H85 1.090, H86 1.090
78 C 4.89 9.93 5.99  C77 1.513, S79 1.914, H87 1.090, H88 1.090
79 S 6.49 8.96 6.38  C78 1.914, O80 1.463, O81 1.496, C82 1.852
80 O 6.86 9.31 7.75  S79 1.463
81 O 7.47 9.07 5.26  S79 1.496
82 C 5.62 7.33 6.22  C76 1.495, S79 1.852, H89 1.090, H90 1.090
83 H 3.53 6.83 6.18  C76 1.090
84 H 4.13 7.79 7.58  C76 1.090
85 H 2.84 9.38 5.81  C77 1.090
86 H 3.88 8.58 4.68  C77 1.090
87 H 4.55 10.41 6.91  C78 1.090
88 H 5.02 10.68 5.21  C78 1.090
89 H 6.18 6.64 6.85  C82 1.090
90 H 5.78 7.09 5.17  C82 1.090
91 C -7.43 1.34 8.27  C92 1.513, C97 1.551, H98 1.090, H99 1.090
92 C -7.23 -0.15 8.45  C91 1.513, C93 1.533, H100 1.090, H101 1.090
93 C -7.32 -0.75 7.03  C92 1.533, S94 1.912, H102 1.090, H103 1.090
94 S -8.74 0.22 6.20  C93 1.912, O95 1.486, O96 1.484, C97 1.856
95 O -10.04 -0.50 6.28  S94 1.486
96 O -8.24 0.78 4.92  S94 1.484
97 C -8.77 1.53 7.51  C91 1.551, S94 1.856, H104 1.090, H105 1.090
98 H -6.69 1.87 7.68  C91 1.090
99 H -7.38 1.80 9.26  C91 1.090
100 H -7.92 -0.64 9.13  C92 1.090
101 H -6.23 -0.22 8.87  C92 1.090
102 H -7.61 -1.78 6.87  C93 1.090
103 H -6.43 -0.42 6.50  C93 1.090
104 H -9.62 1.36 8.17  C97 1.090
105 H -8.95 2.48 7.00  C97 1.090
106 C 8.33 -3.68 -4.84  C107 1.589, C112 1.571, H113 1.090, H114 1.090
107 C 8.51 -2.14 -5.17  C106 1.589, C108 1.532, H115 1.090, H116 1.090
108 C 7.16 -1.42 -5.09  C107 1.532, S109 1.879, H117 1.090, H118 1.090
109 S 5.80 -2.68 -4.79  C108 1.879, O110 1.476, O111 1.464, C112 1.837
110 O 4.80 -2.60 -5.87  S109 1.476
111 O 5.40 -2.61 -3.39  S109 1.464
112 C 6.85 -4.15 -5.13  C106 1.571, S109 1.837, H119 1.090, H120 1.090
113 H 8.52 -3.90 -3.79  C106 1.090
114 H 9.02 -4.25 -5.45  C106 1.090
115 H 9.15 -2.00 -6.05  C107 1.090
116 H 9.10 -1.75 -4.34  C107 1.090
117 H 6.94 -0.93 -6.04  C108 1.090
118 H 7.03 -0.69 -4.29  C108 1.090
119 H 6.80 -4.25 -6.21  C112 1.090
120 H 6.38 -4.97 -4.59  C112 1.090
121 C -1.18 -4.46 -11.72  C122 1.536, C127 1.519, H128 1.090, H129 1.090
122 C -0.38 -5.58 -11.04  C121 1.536, C123 1.524, H130 1.090, H131 1.090
123 C -0.46 -6.89 -11.82  C122 1.524, S124 1.798, H132 1.090, H133 1.090
124 S -1.78 -6.69 -13.02  C123 1.798, O125 1.506, O126 1.447, C127 1.894
125 O -2.74 -7.85 -12.92  S124 1.506
126 O -1.20 -6.34 -14.30  S124 1.447
127 C -2.46 -5.11 -12.23  C121 1.519, S124 1.894, H134 1.090, H135 1.090
128 H -0.62 -4.11 -12.59  C121 1.090
129 H -1.44 -3.66 -11.03  C121 1.090
130 H -0.75 -5.69 -10.02  C122 1.090
131 H 0.65 -5.24 -10.99  C122 1.090
132 H -0.84 -7.61 -11.10  C123 1.090
133 H 0.49 -7.16 -12.29  C123 1.090
134 H -3.08 -5.60 -11.49  C127 1.090
135 H -3.14 -4.70 -12.98  C127 1.090
136 O -3.57 7.22 -0.84  C137 1.211
137 C -3.44 7.20 0.37  O136 1.211, O138 1.347, C141 1.540
138 O -4.32 6.73 1.27  C137 1.347, C139 1.423
139 C -3.94 6.87 2.63  O138 1.423, C140 1.481, H142 1.090, H143 1.090
140 C -2.66 7.61 2.55  C139 1.481, C141 1.485, H144 1.090, H145 1.090
141 C -2.41 8.04 1.15  C137 1.540, C140 1.485, H146 1.090, H147 1.090
142 H -4.02 5.92 3.14  C139 1.090
143 H -4.69 7.61 2.92  C139 1.090
144 H -1.87 6.96 2.95  C140 1.090
145 H -2.72 8.44 3.26  C140 1.090
146 H -1.41 7.80 0.79  C141 1.090
147 H -2.58 9.11 1.08  C141 1.090
148 O -6.68 -7.25 0.70  C149 1.264
149 C -7.23 -7.45 1.82  O148 1.264, O150 1.378, C153 1.525
150 O -8.51 -7.03 2.11  C149 1.378, C151 1.382
151 C -8.89 -7.36 3.39  O150 1.382, C152 1.551, H154 1.090, H155 1.090
152 C -7.61 -7.82 4.13  C151 1.551, C153 1.521, H156 1.090, H157 1.090
153 C -6.58 -8.09 3.05  C149 1.525, C152 1.521, H158 1.090, H159 1.090
154 H -9.70 -8.10 3.33  C151 1.090
155 H -9.37 -6.48 3.82  C151 1.090
156 H -7.82 -8.77 4.63  C152 1.090
157 H -7.21 -7.19 4.93  C152 1.090
158 H -6.38 -9.14 2.80  C153 1.090
159 H -5.65 -7.53 3.16  C153 1.090
160 O -9.10 -2.90 -11.08  C161 1.252
161 C -9.13 -1.65 -11.23  O160 1.252, O162 1.333, C165 1.484
162 O -8.21 -1.01 -11.95  C161 1.333, C163 1.444
163 C -8.41 0.42 -11.87  O162 1.444, C164 1.500, H166 1.090, H167 1.090
164 C -9.32 0.64 -10.70  C163 1.500, C165 1.481, H168 1.090, H169 1.090
165 C -10.05 -0.65 -10.65  C161 1.484, C164 1.481, H170 1.090, H171 1.090
166 H -8.94 0.84 -12.72  C163 1.090
167 H -7.47 0.95 -11.73  C163 1.090
168 H -10.06 1.40 -10.96  C164 1.090
169 H -8.89 0.81 -9.71  C164 1.090
170 H -10.99 -0.66 -11.20  C165 1.090
171 H -10.32 -1.00 -9.65  C165 1.090
172 Cl 3.80 -0.58 10.80  C173 1.758
173 C 3.06 0.42 12.05  Cl172 1.758, C174 1.531, H176 1.090, H177 1.090
174 C 4.11 1.22 12.83  C173 1.531, Cl175 1.734, H178 1.090, H179 1.090
175 Cl 4.97 2.33 11.83  C174 1.734
176 H 2.68 -0.34 12.73  C173 1.090
177 H 2.16 0.90 11.68  C173 1.090
178 H 4.72 0.47 13.33  C174 1.090
179 H 3.76 1.84 13.66  C174 1.090

Here are the Löwdin charges for atoms 1 to 8, given in e:
1. C -0.101
2. C -0.250
3. C -0.164
4. C -0.085
5. N -0.257
6. C -0.080
7. C -0.147
8. C -0.128